1.
A structure of composition C61H53Cl3GeN3O7S3Sr, computed with wB97M-V/def2-TZVPD.

Calculated values
Orbital gap = 0.1320 Ha
Total charge = -1
LUMO level = 0.0622 Eh
Relative energy (zero: lowest compared OMol25 entry of this formula, charge and spin) = 92.0 kcal per mole

Structure (XYZ):
```
132
C61H53Cl3GeN3O7S3Sr (wB97M-V/def2-TZVPD)
Sr -0.73 0.51 -0.26
O -2.61 -0.18 4.09
C -1.96 -0.01 2.92
O -2.62 0.21 1.91
C -0.51 -0.11 2.97
C 0.14 -0.57 4.10
C 1.54 -0.82 3.98
C 2.20 -0.48 2.86
C 1.51 0.20 1.71
N 0.09 0.22 1.83
C 1.75 -0.67 0.42
O 2.26 -1.78 0.52
O 1.31 -0.17 -0.65
H -3.56 -0.13 3.90
H -0.40 -0.79 5.00
H 2.05 -1.32 4.79
H 3.24 -0.71 2.70
C 1.97 -8.02 -2.24
C 1.43 -6.69 -1.80
C 0.23 -6.59 -1.11
C -0.25 -5.36 -0.70
C 0.47 -4.21 -0.97
C 1.68 -4.30 -1.64
C 2.15 -5.52 -2.07
S -0.08 -2.55 -0.43
O -0.47 -2.69 0.98
C -1.67 -2.65 -1.29
C -2.82 -2.46 -0.51
C -4.05 -2.34 -1.09
C -4.17 -2.36 -2.50
C -5.41 -2.15 -3.14
C -5.50 -2.12 -4.50
C -4.35 -2.28 -5.29
C -3.14 -2.50 -4.70
C -3.01 -2.55 -3.30
C -1.75 -2.72 -2.66
C -0.55 -2.95 -3.48
C -0.36 -4.23 -4.07
C -1.27 -5.29 -3.87
C -1.06 -6.53 -4.42
C 0.07 -6.77 -5.20
C 0.99 -5.76 -5.40
C 0.80 -4.48 -4.84
C 1.75 -3.45 -5.01
C 1.55 -2.22 -4.43
C 0.40 -1.97 -3.68
S 0.32 -0.31 -2.96
O -1.02 -0.13 -2.38
C 0.13 0.48 -4.60
C 1.22 1.17 -5.12
C 1.09 1.88 -6.30
C -0.13 1.91 -6.96
C -0.27 2.68 -8.25
C -1.21 1.22 -6.43
C -1.09 0.52 -5.25
H 1.21 -8.79 -2.17
H 2.81 -8.30 -1.60
H 2.33 -7.97 -3.26
H -0.33 -7.49 -0.89
H -1.18 -5.29 -0.15
H 2.24 -3.40 -1.81
H 3.08 -5.59 -2.61
H -2.69 -2.44 0.56
H -4.93 -2.21 -0.49
H -6.29 -2.01 -2.52
H -6.45 -1.95 -4.98
H -4.43 -2.23 -6.36
H -2.25 -2.62 -5.31
H -2.15 -5.11 -3.26
H -1.78 -7.33 -4.26
H 0.23 -7.75 -5.63
H 1.88 -5.94 -5.99
H 2.64 -3.64 -5.60
H 2.27 -1.43 -4.54
H 2.15 1.17 -4.58
H 1.94 2.41 -6.70
H 0.60 3.31 -8.42
H -1.17 3.29 -8.23
H -0.36 1.98 -9.08
H -2.16 1.25 -6.95
H -1.93 0.00 -4.82
C 4.41 3.48 0.67
Ge 3.22 1.99 0.02
C 2.45 2.72 -1.70
C 4.47 0.51 -0.47
C 1.98 1.59 1.45
H 4.96 3.93 -0.15
H 5.14 3.09 1.38
H 3.85 4.26 1.18
H 3.21 3.23 -2.29
H 1.63 3.41 -1.50
H 2.04 1.90 -2.28
H 5.42 0.88 -0.84
H 4.01 -0.10 -1.24
H 4.64 -0.11 0.40
H 1.18 2.31 1.60
Cl -2.34 6.97 7.86
C -1.27 6.79 6.51
C -1.70 6.13 5.36
C -0.83 5.98 4.30
C 0.48 6.49 4.33
C 1.40 6.38 3.15
C 0.74 6.83 1.81
N -0.14 5.87 1.21
C -1.51 5.91 1.13
C -1.88 4.77 0.47
N -0.78 4.04 0.17
C 0.24 4.72 0.62
O 2.01 5.11 2.92
C 1.70 4.02 3.77
C 2.21 4.22 5.17
C 1.50 3.94 6.30
Cl -0.08 3.31 6.38
S 2.38 4.31 7.75
C 3.73 4.84 6.81
C 3.50 4.73 5.48
C 0.87 7.15 5.50
Cl 2.45 7.83 5.66
C 0.02 7.29 6.59
H -2.71 5.74 5.30
H -1.17 5.44 3.44
H 2.24 7.09 3.31
H 1.55 7.02 1.10
H 0.20 7.77 1.99
H -2.07 6.74 1.52
H -2.86 4.43 0.20
H 1.27 4.43 0.55
H 2.19 3.16 3.29
H 0.62 3.82 3.80
H 4.60 5.21 7.32
H 4.21 5.01 4.72
H 0.38 7.77 7.48
```

These are the Löwdin partial charges, in e, on atoms 1 to 2: atom 1 (Sr): 1.573, atom 2 (O): 0.088

2.
A cluster of 10 separate species, C61H56F9NO in total, computed with wB97M-V/def2-TZVPD.

Calculated values
Orbital gap = 0.3454 Ha
LUMO level = 0.0172 Eh

Structure (XYZ):
```
128
C61H56F9NO (wB97M-V/def2-TZVPD)
C 0.63 3.86 -0.11
C -0.30 2.93 -0.06
C -1.22 2.60 -1.20
C -2.22 3.74 -1.56
C -3.23 3.89 -0.38
C -2.66 5.06 0.42
C -1.80 5.85 -0.55
O -1.34 6.92 -0.44
N -1.65 5.05 -1.68
H 0.88 4.39 0.80
H 1.07 4.09 -1.07
H -0.38 2.35 0.85
H -1.81 1.73 -0.93
H -0.63 2.34 -2.07
H -2.78 3.33 -2.40
H -4.24 4.18 -0.68
H -3.27 2.97 0.17
H -2.05 4.59 1.19
H -3.38 5.68 0.93
H -0.71 4.95 -2.04
F -6.15 12.05 -1.07
C -5.28 11.18 -0.53
C -4.16 10.81 -1.26
C -3.26 9.92 -0.70
C -3.49 9.40 0.57
C -4.62 9.78 1.28
C -5.52 10.68 0.73
H -4.01 11.22 -2.25
H -2.38 9.63 -1.25
H -2.78 8.70 1.00
H -4.80 9.38 2.27
H -6.40 11.00 1.27
F -2.58 0.89 -2.94
C -2.44 -0.45 -3.09
C -2.18 -0.98 -4.34
C -2.03 -2.35 -4.47
C -2.15 -3.17 -3.35
C -2.41 -2.62 -2.11
C -2.56 -1.25 -1.97
H -2.10 -0.32 -5.20
H -1.82 -2.78 -5.44
H -2.03 -4.24 -3.46
H -2.50 -3.26 -1.24
H -2.76 -0.80 -1.01
F -2.68 -1.43 1.55
C -2.11 -0.70 2.54
C -1.27 -1.34 3.45
C -0.68 -0.59 4.46
C -0.94 0.77 4.56
C -1.78 1.39 3.64
C -2.37 0.65 2.62
H -1.09 -2.40 3.36
H -0.02 -1.07 5.16
H -0.47 1.35 5.35
H -1.98 2.45 3.72
H -3.02 1.11 1.90
F 1.76 -2.10 5.33
C 1.93 -3.43 5.18
C 2.15 -3.92 3.91
C 2.34 -5.28 3.72
C 2.30 -6.14 4.81
C 2.06 -5.63 6.08
C 1.87 -4.27 6.28
H 2.18 -3.23 3.08
H 2.53 -5.66 2.73
H 2.44 -7.20 4.66
H 2.01 -6.31 6.93
H 1.70 -3.86 7.26
F 1.20 0.10 -0.94
C 1.61 0.73 -2.06
C 0.99 0.46 -3.26
C 1.42 1.11 -4.40
C 2.47 2.02 -4.33
C 3.08 2.28 -3.12
C 2.65 1.64 -1.97
H 0.18 -0.26 -3.29
H 0.94 0.92 -5.35
H 2.81 2.53 -5.23
H 3.90 2.99 -3.06
H 3.11 1.83 -1.01
F 5.99 0.37 4.57
C 5.11 0.31 3.55
C 5.52 0.64 2.28
C 4.61 0.57 1.24
C 3.30 0.17 1.48
C 2.90 -0.16 2.77
C 3.81 -0.10 3.82
H 6.54 0.96 2.11
H 4.92 0.82 0.23
H 2.59 0.12 0.67
H 1.88 -0.46 2.96
H 3.52 -0.36 4.83
F 4.52 -5.05 1.60
C 4.35 -4.38 0.44
C 3.60 -3.23 0.44
C 3.43 -2.54 -0.75
C 4.01 -3.02 -1.92
C 4.75 -4.18 -1.90
C 4.94 -4.87 -0.71
H 3.16 -2.88 1.36
H 2.85 -1.63 -0.77
H 3.87 -2.48 -2.85
H 5.20 -4.55 -2.81
H 5.52 -5.78 -0.68
F 4.65 -4.82 -5.55
C 4.92 -6.12 -5.79
C 5.14 -6.54 -7.08
C 5.42 -7.88 -7.32
C 5.47 -8.77 -6.26
C 5.25 -8.33 -4.96
C 4.97 -6.99 -4.72
H 5.09 -5.83 -7.89
H 5.60 -8.22 -8.33
H 5.69 -9.82 -6.44
H 5.28 -9.03 -4.13
H 4.80 -6.63 -3.72
F -8.73 0.61 1.75
C -7.82 -0.19 2.35
C -6.68 -0.56 1.65
C -5.75 -1.37 2.27
C -5.96 -1.81 3.57
C -7.11 -1.43 4.25
C -8.04 -0.61 3.64
H -6.54 -0.21 0.63
H -4.85 -1.66 1.74
H -5.23 -2.44 4.05
H -7.27 -1.77 5.27
H -8.94 -0.30 4.16
```

These are the Löwdin partial charges, in e, on atoms 1 to 2: atom 1 (C): 0.006, atom 2 (C): -0.180

3.
A structure of composition C61H56N7NaO4P2Te, computed with wB97M-V/def2-TZVPD.

Calculated values
Orbital gap = 0.1536 Ha
Total charge = -2
LUMO level = 0.1103 Eh
Relative energy (zero: lowest compared OMol25 entry of this formula, charge and spin) = 8.4 kcal per mole

Structure (XYZ):
```
132
C61H56N7NaO4P2Te (wB97M-V/def2-TZVPD)
Na 0.38 -0.07 0.82
C -6.67 2.69 -4.17
C -5.58 3.30 -4.79
C -4.29 2.99 -4.38
C -4.04 2.06 -3.36
C -5.15 1.46 -2.75
C -6.44 1.78 -3.15
C -2.69 1.71 -2.93
C -1.52 2.00 -3.55
C -1.06 2.41 -4.85
C 0.19 1.94 -4.99
C 0.60 1.19 -3.79
C 1.69 0.32 -3.83
C 2.41 0.20 -5.13
C 3.75 0.59 -5.23
C 4.46 0.45 -6.42
C 3.84 -0.09 -7.54
C 2.51 -0.48 -7.46
C 1.81 -0.34 -6.27
C 2.29 -0.41 -2.74
N 2.06 -0.10 -1.48
C 3.04 -0.69 -0.72
C 3.52 -0.03 0.42
C 4.59 -0.65 1.24
C 5.54 0.11 1.94
C 6.48 -0.49 2.76
C 6.49 -1.87 2.93
C 5.54 -2.64 2.27
C 4.60 -2.03 1.45
C 3.04 1.31 0.63
C 3.73 2.56 0.68
C 2.79 3.53 0.34
C 1.55 2.84 0.14
N 1.73 1.54 0.35
C 0.22 3.30 -0.17
C -0.80 2.44 -0.58
C -0.83 1.17 -1.50
C -2.38 0.99 -1.63
C -3.03 1.88 -0.53
N -2.10 2.72 -0.11
C -0.15 4.68 0.26
C 0.41 5.27 1.39
C 0.05 6.55 1.79
C -0.88 7.28 1.06
C -1.43 6.71 -0.09
C -1.06 5.44 -0.49
C 3.81 -1.60 -1.57
C 3.36 -1.39 -2.84
N -0.42 1.41 -2.89
H -7.68 2.93 -4.48
H -5.74 4.02 -5.58
H -3.46 3.51 -4.84
H -4.99 0.76 -1.94
H -7.28 1.31 -2.65
H -1.62 2.94 -5.61
H 0.80 2.04 -5.88
H 4.23 1.01 -4.36
H 5.50 0.76 -6.47
H 4.39 -0.20 -8.47
H 2.02 -0.90 -8.33
H 0.77 -0.65 -6.21
H 5.55 1.18 1.81
H 7.21 0.12 3.28
H 7.21 -2.34 3.59
H 5.52 -3.71 2.41
H 3.83 -2.63 0.98
H 4.79 2.73 0.82
H 2.98 4.58 0.20
H -0.32 0.31 -1.10
H -2.72 -0.05 -1.58
H 1.12 4.70 1.98
H 0.49 6.98 2.68
H -1.18 8.27 1.38
H -2.15 7.27 -0.68
H -1.49 5.00 -1.38
H 4.64 -2.22 -1.27
H 3.74 -1.85 -3.74
N -0.07 -3.04 2.05
C -0.87 -2.11 2.70
C -1.20 -2.33 4.05
C -1.92 -1.35 4.71
C -2.31 -0.20 4.04
C -1.98 -0.11 2.70
N -1.26 -1.03 2.05
C 0.13 -3.22 0.67
C 0.69 -4.44 0.25
C 0.85 -4.65 -1.10
C 0.44 -3.67 -2.00
C -0.09 -2.50 -1.48
N -0.21 -2.26 -0.17
H 0.13 -3.86 2.59
H -0.90 -3.24 4.55
H -2.18 -1.50 5.76
H -2.87 0.58 4.53
H -2.30 0.75 2.10
H 0.98 -5.19 0.98
H 1.29 -5.57 -1.45
H 0.53 -3.81 -3.07
H -0.42 -1.71 -2.14
C 3.05 -1.20 4.56
P 1.99 0.22 4.26
C 1.07 0.46 5.80
C 3.07 1.65 4.15
O 1.11 0.05 3.08
H 3.65 -1.09 5.47
H 3.71 -1.32 3.70
H 2.41 -2.09 4.64
H 1.72 0.76 6.62
H 0.55 -0.46 6.05
H 0.32 1.24 5.61
H 3.90 1.59 4.86
H 2.48 2.55 4.34
H 3.45 1.70 3.13
C -2.19 -5.94 2.42
C -3.48 -5.24 2.03
O -3.15 -4.03 1.35
P -4.22 -3.32 0.31
O -3.54 -2.10 -0.18
Te -5.17 -4.90 -1.15
O -5.41 -2.94 1.36
C -5.10 -1.90 2.28
C -6.28 -1.70 3.20
H -2.40 -6.95 2.78
H -1.66 -5.40 3.21
H -1.54 -6.01 1.54
H -4.07 -5.00 2.92
H -4.08 -5.88 1.40
H -4.87 -0.98 1.74
H -4.21 -2.16 2.86
H -7.16 -1.39 2.63
H -6.06 -0.93 3.94
H -6.52 -2.63 3.72
```

These are the Löwdin partial charges, in e, on atoms 1 to 2: atom 1 (Na): 0.234, atom 2 (C): -0.121